No. 1
Computed, not measured: a structure of composition C33H30FeP2S2, with ωB97M-V with the def2-TZVPD basis set.

Cartesian coordinates (Å):
Fe1 -2.1075 0.6359 -1.4343
S1 0.3805 0.4809 -2.8782
P1 0.6895 -0.1651 -1.0229
C1 -0.5241 0.1096 0.0953
P2 -0.8275 1.4617 1.0152
S2 -2.6513 2.2403 0.8464
C2 0.3904 2.8113 0.6904
C3 0.2237 3.5440 -0.4845
C4 1.1407 4.5160 -0.8504
C5 2.2428 4.7758 -0.0435
C6 2.4214 4.0470 1.1234
C7 1.5050 3.0699 1.4856
C8 -0.5125 1.1657 2.8009
C9 0.0299 -0.0486 3.2014
C10 0.3210 -0.2858 4.5387
C11 0.0723 0.6961 5.4873
C12 -0.4852 1.9096 5.0936
C13 -0.7830 2.1397 3.7608
C14 1.0200 -1.9636 -1.0775
C15 2.1101 -2.4634 -1.7890
C16 2.3733 -3.8216 -1.8009
C17 1.5442 -4.6978 -1.1067
C18 0.4494 -4.2059 -0.4117
C19 0.1834 -2.8424 -0.3997
C20 2.3561 0.4201 -0.4711
C21 2.9034 -0.0930 0.7060
C22 4.1249 0.3584 1.1753
C23 4.8212 1.3375 0.4737
C24 4.2836 1.8518 -0.6971
C25 3.0612 1.3938 -1.1681
H1 -0.6354 3.3422 -1.1154
H2 0.9972 5.0656 -1.7734
H3 2.9640 5.5330 -0.3308
H4 3.2887 4.2224 1.7504
H5 1.6719 2.5010 2.3924
H6 0.1972 -0.8022 2.4390
H7 0.7402 -1.2395 4.8395
H8 0.3016 0.5162 6.5317
H9 -0.6932 2.6745 5.8338
H10 -1.2362 3.0726 3.4463
H11 2.7483 -1.7770 -2.3341
H12 3.2256 -4.2021 -2.3533
H13 1.7492 -5.7626 -1.1173
H14 -0.2118 -4.8828 0.1148
H15 -0.6751 -2.4364 0.1243
H16 2.3613 -0.8527 1.2576
H17 4.5331 -0.0485 2.0941
H18 5.7745 1.6992 0.8429
H19 4.8115 2.6263 -1.2426
H20 2.6284 1.7915 -2.0782
C26 -3.2790 -4.1523 -0.7167
C27 -3.4961 -2.8278 -1.3847
C28 -4.0092 -1.7151 -0.7282
C29 -4.2626 -0.4932 -1.3417
C30 -4.1424 -0.2861 -2.8412
C31 -3.3362 -1.4372 -3.4018
C32 -3.0945 -2.5929 -2.7377
H21 -4.1629 -4.8129 -0.7185
H22 -2.9820 -4.0424 0.3354
H23 -2.4799 -4.7120 -1.2145
H24 -4.2081 -1.7820 0.3426
H25 -4.7745 0.2752 -0.7688
H26 -5.1388 -0.2438 -3.3499
H27 -2.9468 -1.3211 -4.4110
H28 -2.5219 -3.3665 -3.2507
C33 -3.3937 1.0510 -3.0531
H29 -4.0701 1.8989 -2.8657
H30 -2.9994 1.1411 -4.0741

Summary:
2S+1   5
LUMO energy (spin up / spin down)   4.49 / 4.49 eV
Orbital gap (spin up / spin down)   0.133 / 0.141 Ha
<S²>   6.025
Total charge   -2
E_tot   -4018.2685 hartree
Relative energy (zero: lowest compared OMol25 entry of this formula, charge and spin)   0.0000 eV
HOMO energy (spin up / spin down)   0.87 / 0.66 eV



No. 2
Computed, not measured: a structure of composition C31H32N7O6S2W at a distorted geometry, with ωB97M-V with the def2-TZVPD basis set.

Cartesian coordinates (Å):
W1 -1.1168 -0.3045 -0.3207
N1 -3.7088 -0.3449 -3.8785
C1 -3.2123 -0.1902 -2.5903
S1 -2.5580 -1.6351 -1.8041
N2 -3.2535 0.9584 -2.0164
N3 -2.7007 0.8811 -0.7549
C2 -2.9384 1.8459 0.2060
C3 -2.3106 0.0189 1.5460
C4 -2.3849 2.4101 2.6043
C5 -0.9124 2.4867 2.9535
C6 0.0718 1.6017 2.7986
C7 0.1308 0.1654 2.3331
N4 -1.0135 -0.3922 1.6521
H1 -3.1800 -1.0118 -4.4201
H2 -3.8057 0.5436 -4.3507
H3 -3.2375 2.8348 -0.1297
H4 -2.9438 2.1355 3.5073
H5 -0.6152 3.4309 3.4058
H6 1.0519 1.9278 3.1446
H7 0.3497 -0.4350 3.2278
O1 0.6927 0.3466 0.0597
C8 1.2137 -0.1078 1.2837
C9 1.5225 -1.5916 1.1908
C10 2.6730 -2.0623 1.7978
C11 3.0330 -3.3961 1.7064
C12 2.2596 -4.3005 0.9878
C13 1.1190 -3.8457 0.3724
C14 0.7168 -2.4988 0.4573
O2 -0.3792 -2.1746 -0.2064
N5 4.2558 -3.8483 2.3483
O3 4.5309 -5.0360 2.2929
O4 4.9373 -3.0259 2.9409
H8 2.1473 0.4220 1.5041
H9 3.3196 -1.3810 2.3348
H10 2.5693 -5.3323 0.9134
H11 0.4984 -4.5068 -0.2171
C15 6.0633 0.9622 -0.2987
C16 4.8010 0.5805 -1.0248
C17 4.0605 1.5451 -1.7094
C18 2.8897 1.2133 -2.3651
C19 2.4350 -0.0991 -2.3303
C20 3.1614 -1.0734 -1.6722
C21 4.3426 -0.7300 -1.0257
S2 0.9011 -0.5370 -3.1186
O5 0.7049 -1.9380 -2.8798
O6 1.0267 -0.0717 -4.4810
N6 -0.2672 0.2792 -2.3658
C22 -0.4006 1.6483 -2.6638
C23 -0.6226 2.1318 -3.9615
C24 -0.7709 3.4893 -4.1451
C25 -0.7180 4.3452 -3.0495
C26 -0.5127 3.7767 -1.8070
N7 -0.3393 2.4723 -1.6154
H12 6.7750 1.4440 -0.9720
H13 6.5457 0.0872 0.1360
H14 5.8511 1.6658 0.5092
H15 4.4084 2.5724 -1.7242
H16 2.3259 1.9701 -2.8951
H17 2.7889 -2.0890 -1.6560
H18 4.9055 -1.4950 -0.5019
H19 -0.6716 1.4352 -4.7833
H20 -0.9441 3.8813 -5.1403
H21 -0.8386 5.4148 -3.1563
H22 -0.4675 4.3942 -0.9144
C27 -3.3542 -0.7674 3.6596
C28 -3.3757 -0.9342 2.1316
C29 -3.0561 -2.3969 1.8198
C30 -4.7638 -0.6003 1.5882
C31 -2.6499 1.4831 1.4647
H23 -4.0910 -1.4312 4.1204
H24 -3.5891 0.2538 3.9640
H25 -2.3693 -1.0271 4.0559
H26 -3.7564 -3.0442 2.3552
H27 -2.0424 -2.6530 2.1315
H28 -3.1463 -2.5990 0.7533
H29 -5.4972 -1.3140 1.9733
H30 -4.7671 -0.6557 0.4976
H31 -5.0770 0.4043 1.8764
H32 -2.7198 3.4179 2.3399

Summary:
2S+1   1
LUMO energy   1.77 eV
Orbital gap   0.216 Ha
Total charge   -1
E_tot   -2898.7222 hartree
Relative energy (zero: lowest compared OMol25 entry of this formula, charge and spin)   0.0000 eV
HOMO energy   -4.12 eV



No. 3
Computed, not measured: the molecule C4H7NO at a distorted geometry, with ωB97M-V with the def2-TZVPD basis set.

Cartesian coordinates (Å):
C1 -1.1117 0.7175 1.4931
C2 -0.2431 -0.3090 0.8179
O1 0.0906 -1.3579 1.3246
C3 0.2250 0.0647 -0.5689
C4 1.6691 -0.5940 -1.9208
N1 0.5581 -1.1343 -1.3481
H1 -2.1019 0.7156 1.0199
H2 -0.7013 1.7272 1.3711
H3 -1.2167 0.4751 2.5503
H4 -0.4507 0.7252 -1.1196
H5 1.1959 0.6119 -0.3644
H6 1.2869 0.2408 -2.5603
H7 0.7998 -1.8829 -0.6948

Summary:
2S+1   1
LUMO energy   0.44 eV
Orbital gap   0.324 Ha
Total charge   0
E_tot   -286.4669 hartree
Relative energy (zero: lowest compared OMol25 entry of this formula, charge and spin)   4.4841 eV
HOMO energy   -8.37 eV



No. 4
Computed, not measured: a cluster of 2 separate species, C5H10ClNO in total at a distorted geometry, with ωB97M-V with the def2-TZVPD basis set.

Cartesian coordinates (Å):
C1 0.3053 1.5146 -1.4297
C2 0.7202 1.4891 -0.0207
O1 0.1222 2.4299 0.7255
C3 1.5946 0.5370 0.5025
N1 2.0142 0.5460 1.8887
Cl1 2.5002 -0.4894 -0.6239
H1 -0.6760 1.3175 -1.4798
H2 0.3879 2.4554 -1.8610
H3 0.6756 0.7599 -2.0374
H4 0.0976 2.2922 1.7159
H5 1.9377 -0.3517 2.2730
H6 2.8583 1.0987 1.9488
C4 -1.6924 -2.6672 -0.0602
C5 -1.0509 -1.6230 -0.6359
H7 -2.7503 -2.5118 0.1594
H8 -1.3099 -3.6444 0.1063
H9 -1.5333 -0.7485 -0.9283
H10 0.0000 -1.8456 -0.8114

Summary:
2S+1   1
LUMO energy   0.73 eV
Orbital gap   0.332 Ha
Total charge   0
E_tot   -786.6201 hartree
Relative energy (zero: lowest compared OMol25 entry of this formula, charge and spin)   2.5093 eV
SMILES   C/C(O)=C(/N)Cl.C=C
HOMO energy   -8.30 eV